{
  "formula": "C5H11O3",
  "method": "the ωB97M-V functional and the def2-TZVPD basis",
  "species": ["C", "C", "C", "O", "O", "H", "H", "H", "H", "H", "C", "C", "O", "H", "H", "H", "H", "H", "H"],
  "positions_angstrom": [[-1.1253, -1.3929, 0.9703], [-0.3862, -0.4102, 1.8849], [-0.1492, -2.1806, 0.0495], [-0.3817, -2.1426, -1.1840], [0.7738, -2.7773, 0.6555], [-1.6951, -2.1185, 1.5472], [-1.8098, -0.8012, 0.3432], [0.3769, 0.1906, 1.3794], [0.1290, -0.9175, 2.6883], [-1.0992, 0.3080, 2.2892], [0.1657, 1.6872, -1.2662], [1.1661, 0.5677, -1.4964], [0.4406, 2.2976, -0.0052], [0.2445, 2.4337, -2.0753], [-0.8587, 1.3334, -1.2718], [2.0108, 0.6882, -0.8218], [-0.0423, 3.1292, 0.0658], [1.5085, 0.5061, -2.5230], [0.7316, -0.4011, -1.2296]],
  "atomic_forces_ev_per_a": [[0.4, 0.7, -0.6], [0.0, 0.1, -0.1], [-0.1, -0.3, 0.4], [0.0, -0.1, 0.1], [-0.2, 0.2, -0.3], [-0.1, 0.0, 0.1], [0.0, -0.4, 0.1], [-0.2, -0.2, -0.2], [0.0, -0.2, 0.3], [-0.1, 0.1, 0.3], [0.3, 0.4, -0.5], [-0.3, -0.5, 0.7], [0.1, 0.4, 0.2], [0.0, 0.0, 0.2], [-0.3, -0.3, 0.0], [0.2, 0.3, -0.1], [0.0, -0.3, -0.1], [0.1, 0.1, -0.2], [0.0, 0.2, -0.3]],
  "total_charge": -1,
  "de_lowest_ev": 1.1087,
  "orbital_gap_ha": 0.2679,
  "e_homo_ev": -3.95,
  "spin_multiplicity": 1,
  "e_tot_ev": -11506.95868
}